(1)
Molecular formula: C4H8S2
Method: DFT, ωB97M-V/def2-TZVPD

Atoms and positions in Å:
H: 2.23 -1.74 -0.64
C: -0.96 0.52 0.07
C: 1.61 -0.91 -0.31
S: -2.19 1.68 0.69
H: 0.08 0.85 0.16
H: 1.39 -1.76 1.72
C: -1.80 1.13 -0.98
C: 1.12 -0.92 1.09
H: -1.12 -0.52 0.32
H: 0.97 -0.49 -1.08
H: 0.14 -0.51 1.29
H: -1.34 1.88 -1.63
S: 2.43 0.28 0.77
H: -2.55 0.51 -1.46

The LUMO energy comes out at 0.0299 Ha. The net charge is 0. Its SMILES is C1CS1.C1CS1. The gap between HOMO and LUMO is 0.3528 Eh.

(2)
Molecular formula: C6H12N3OS
Method: DFT, ωB97M-V/def2-TZVPD

Atoms and positions in Å:
N: 0.27 -3.78 0.31
N: -1.19 1.37 -0.69
C: -0.14 1.70 0.11
H: 0.17 -4.27 -0.65
S: -1.22 3.89 -0.21
H: 3.90 -0.75 1.72
N: 0.40 -1.00 -0.19
C: -1.90 2.39 -0.93
H: 2.80 -1.90 2.11
O: 1.99 -0.11 1.27
H: -0.65 -3.94 0.80
C: -3.13 2.46 -1.73
H: -3.34 3.53 -2.17
H: 2.96 -1.74 0.27
H: 0.75 3.29 1.28
C: 0.98 -0.09 0.48
C: 2.92 -1.22 1.26
H: 0.98 -4.27 0.89
C: 0.10 2.95 0.48
H: -3.08 1.81 -2.67
H: -0.40 -0.60 -0.67
H: -3.92 2.33 -0.90
H: 0.73 -2.05 -0.17

The LUMO energy comes out at -0.1093 Ha. The net charge is +1. The gap between HOMO and LUMO is 0.3604 Eh.

(3)
Molecular formula: C36H72BNO23S7
Method: DFT, ωB97M-V/def2-TZVPD

Atoms and positions in Å:
C: 1.18 -0.22 -4.33
H: 0.01 -5.18 -4.11
H: 6.79 2.22 -4.50
O: -2.19 3.18 -6.86
H: -4.07 8.79 5.08
H: 0.91 9.21 11.30
H: -0.40 -5.24 -1.47
H: 0.42 11.34 10.39
H: -2.69 -3.08 -2.60
O: 5.75 0.77 -6.45
C: 2.94 -10.84 1.64
O: -1.09 -0.38 -2.75
C: 7.65 0.68 -3.23
C: -0.64 8.30 9.20
H: -0.43 -10.91 1.60
H: -0.93 -3.72 -4.00
C: 0.38 -11.03 0.88
S: -2.42 6.68 3.86
O: 1.19 -9.02 2.39
C: -3.52 -3.79 -2.75
H: -5.74 -0.08 -2.51
H: -1.99 7.06 6.15
C: -2.87 1.61 -4.08
H: -3.48 10.12 4.09
H: 1.07 7.18 9.93
O: -4.95 2.12 -0.75
O: -1.94 -5.47 -3.45
H: 0.43 -13.14 1.40
C: 4.53 -6.63 -0.32
C: -5.01 -2.08 -2.20
H: -1.92 9.46 6.09
H: 1.49 -0.91 -3.54
H: -3.01 -1.69 -4.19
H: 5.63 1.55 -3.33
H: 7.43 -1.76 -4.93
O: 2.92 -4.96 -1.59
H: -0.57 -3.45 -1.72
H: -4.36 -2.15 -1.32
H: -4.46 4.10 1.63
O: -0.17 1.99 -6.30
B: -1.16 -0.24 -4.13
C: 1.12 -12.36 1.06
H: -2.82 1.92 3.02
S: -0.83 10.04 8.83
O: -1.45 6.20 2.91
C: -4.42 1.29 1.70
H: 1.39 8.13 8.48
H: -3.89 -5.54 -3.94
H: 3.60 -3.79 0.68
O: -2.33 0.81 -6.17
H: 0.00 -10.90 -0.13
O: -1.79 2.51 -4.48
S: -1.54 2.23 -6.04
H: 4.70 -4.86 2.62
H: -2.57 8.55 2.42
H: 7.95 -0.73 -6.29
H: 5.97 -6.73 1.31
C: -3.51 3.59 1.84
C: -4.85 -0.65 -2.79
O: -1.98 10.56 9.52
C: 2.22 -0.14 -5.44
C: -0.19 -4.39 -2.12
C: 0.86 8.13 9.44
H: 8.20 1.41 -2.65
O: -4.69 -3.10 -3.13
S: 6.00 0.11 -5.20
H: -6.02 -2.20 -1.81
H: -1.21 8.10 10.10
H: 1.90 0.62 -6.14
H: 1.05 0.79 -3.95
C: 2.25 -12.13 2.07
H: -1.15 9.48 4.51
S: 2.95 -5.78 -0.40
H: -4.01 -0.16 -2.28
H: -1.85 2.80 0.68
H: -4.18 7.89 2.80
N: -4.13 4.19 -3.07
H: -1.02 7.71 8.37
H: 1.54 -12.68 0.11
H: 4.32 -7.69 -0.16
O: -0.11 -0.61 -4.90
O: -3.35 5.03 -2.87
H: -4.95 2.04 -3.65
O: 1.91 -6.72 -0.10
C: 3.21 -4.74 1.03
H: -3.64 -4.33 -1.80
C: 5.29 -6.01 0.85
C: -3.27 9.10 4.41
C: 1.29 9.33 10.29
H: 5.90 -5.17 0.50
H: -2.75 1.54 -3.00
H: 5.05 -6.50 -1.27
H: 3.54 -10.38 2.42
H: 3.12 0.23 -4.95
C: -3.77 2.31 2.65
C: 4.25 -5.50 1.86
H: -4.40 2.51 3.51
O: -0.67 10.23 7.40
H: 1.83 -12.00 3.08
C: -3.50 -0.86 -4.72
C: 7.59 -0.73 -5.26
H: 3.77 -6.34 2.36
S: 1.59 -9.74 1.20
S: -3.83 1.70 0.05
H: -0.52 7.29 5.16
C: -1.91 8.98 5.11
C: -0.76 -4.68 -3.51
C: -3.11 -4.78 -3.83
H: -4.57 2.04 -5.41
O: 5.03 -0.77 -4.59
O: -4.05 3.72 -4.39
H: -1.86 -0.86 -2.41
O: -4.78 -0.60 -4.19
H: -2.94 -4.29 -4.80
O: 1.90 -9.05 -0.02
H: 9.05 0.82 -4.87
C: 8.52 0.04 -4.32
H: -2.92 3.88 -0.26
H: 2.37 -1.11 -5.90
H: 3.53 -11.00 0.74
C: -2.52 0.33 -4.81
C: -4.21 2.31 -4.41
H: 9.28 -0.62 -3.89
H: -3.65 -1.22 -5.74
H: 2.95 -12.96 2.10
H: 0.89 -4.30 -2.21
H: 1.33 11.01 8.89
O: -2.94 0.66 -0.41
C: 6.48 1.33 -3.97
H: 7.28 -0.09 -2.55
C: 0.68 10.58 9.65
H: 2.27 -4.59 1.55
C: -1.59 7.49 5.23
H: -2.86 4.28 2.37
H: -4.13 0.27 1.94
H: 2.37 9.41 10.34
C: -2.87 3.13 0.53
O: -3.44 5.81 4.38
C: -3.21 8.15 3.21
H: -5.50 1.38 1.70

The LUMO energy comes out at 0.0112 Ha. The net charge is 0. Its SMILES is CCOCCOCCOC[C@@]1(B(O)OCC)OS(=O)(=O)O[C@H]1CON=O.O=S1(=O)CCCC1.O=S1(=O)CCCC1.O=S1(=O)CCCC1.O=S1(=O)CCCC1.O=S1(=O)CCCC1.O=S1(=O)CCCC1. The gap between HOMO and LUMO is 0.3494 Eh.

(4)
Molecular formula: CH2N4
Method: DFT, ωB97M-V/def2-TZVPD

Atoms and positions in Å:
C: -0.50 0.61 0.07
N: -0.59 -1.46 0.03
N: 0.72 -1.20 -0.03
H: 1.60 0.58 0.18
N: 0.74 0.11 -0.04
N: -1.38 -0.38 -0.03
H: -0.58 1.74 -0.17

The LUMO energy comes out at 0.0251 Ha. The net charge is 0. Its SMILES is c1nnn[nH]1. The gap between HOMO and LUMO is 0.4213 Eh.

(5)
Molecular formula: C3H7CeO3
Method: DFT, ωB97M-V/def2-TZVPD

Atoms and positions in Å:
H: 1.22 2.11 1.65
H: -1.30 2.61 1.35
O: -2.15 1.76 -0.33
H: 1.30 -2.25 -0.17
H: 0.53 -3.91 -0.27
C: -1.09 2.25 0.33
H: 1.87 0.78 0.41
H: 1.09 -3.09 -1.75
C: 1.08 1.27 0.97
O: -0.18 1.09 0.50
H: -0.51 3.01 -0.23
C: 0.58 -2.93 -0.78
O: -0.66 -2.33 -0.95
Ce: -1.79 -0.36 -0.73

The LUMO energy (alpha / beta) comes out at -0.1859 / -0.1851 Ha. The net charge is +1. The gap between HOMO and LUMO (alpha / beta) is 0.2587 / 0.3099 Eh. As for the multiplicity: 3.

(6)
Molecular formula: C2H4LiNdO2
Method: DFT, ωB97M-V/def2-TZVPD

Atoms and positions in Å:
C: 0.08 -1.31 -0.84
C: -1.06 -0.84 -0.33
H: 1.05 -1.15 -0.34
Li: -2.95 0.39 1.09
O: -1.18 0.05 0.68
H: -2.01 -1.26 -0.69
H: 3.23 1.93 0.47
O: 2.36 2.32 0.41
H: 0.06 -1.84 -1.79
Nd: 0.43 1.72 1.34

The LUMO energy (alpha / beta) comes out at -0.3970 / -0.3628 Ha. The net charge is +2. The gap between HOMO and LUMO (alpha / beta) is 0.2096 / 0.2445 Eh. As for the multiplicity: 4.

(7)
Molecular formula: C19H32IN4O3Si2Tc
Method: DFT, ωB97M-V/def2-TZVPD

Atoms and positions in Å:
H: 0.14 -1.92 6.16
C: -0.03 -1.54 5.16
H: -0.47 4.16 -1.95
C: 0.51 -2.18 4.05
H: -0.65 2.48 -4.17
H: 1.83 3.40 -3.57
H: 3.28 1.25 1.84
H: 4.66 1.12 -0.21
O: -2.16 -0.44 -1.63
C: -0.97 0.05 3.66
H: -4.86 -3.12 -0.39
C: -2.14 -1.42 -2.50
C: -0.75 -1.92 -2.81
H: 1.11 -3.07 4.16
H: -2.22 0.73 1.38
H: -5.33 -1.91 1.38
H: -1.67 1.14 -3.63
Si: 0.00 1.76 -1.91
H: -3.32 -3.32 -1.10
H: -4.26 -0.51 1.55
H: -1.02 1.83 1.50
H: -1.87 3.32 -1.29
C: 0.28 -1.65 2.80
H: -0.43 3.62 -0.27
C: 4.02 1.61 -0.94
H: 2.41 -2.40 0.25
C: 2.44 2.89 -2.83
N: -0.44 -0.54 2.59
C: -4.31 -1.59 1.56
H: -2.14 1.98 0.30
C: 1.85 2.00 -1.92
Si: 1.89 0.09 0.20
C: -3.33 -2.19 0.58
H: -1.57 0.94 3.49
C: 2.65 1.35 -0.98
C: 4.60 2.50 -1.84
C: 2.41 0.60 1.94
N: -1.59 1.32 0.83
H: 1.64 1.14 2.50
H: 2.69 -0.27 2.52
O: -2.12 -1.94 0.63
H: -0.34 -1.28 -3.59
H: -0.79 -2.94 -3.19
H: -1.25 0.12 5.78
H: 1.08 -1.84 -1.87
O: -3.11 -1.92 -3.02
C: -0.78 3.35 -1.28
N: 0.11 -1.80 -1.60
H: 0.68 -2.14 1.92
C: -0.65 1.52 -3.65
I: -3.84 -2.23 3.54
H: 3.85 -1.39 0.30
H: -0.04 0.82 -4.23
C: -0.79 -0.41 4.96
H: 3.03 -1.64 -1.23
Tc: -0.55 -0.13 -0.38
N: -3.86 -3.03 -0.30
H: -0.07 -2.59 -0.98
C: 2.86 -1.49 -0.16
H: 4.25 3.83 -3.50
H: 5.66 2.69 -1.81
C: 3.80 3.14 -2.79

The LUMO energy (alpha / beta) comes out at -0.1594 / -0.1374 Ha. The net charge is +1. The gap between HOMO and LUMO (alpha / beta) is 0.2634 / 0.2763 Eh. As for the multiplicity: 2.

(8)
Molecular formula: C10F30KN5O20S10
Method: DFT, ωB97M-V/def2-TZVPD

Atoms and positions in Å:
O: 5.99 -3.94 -6.41
C: -1.25 6.69 4.32
F: 3.52 4.84 2.81
O: 6.05 -3.44 -9.11
N: -0.83 4.67 -5.54
F: -2.59 5.75 -3.04
O: 0.51 -3.91 7.12
F: -6.90 -3.22 0.47
S: 3.50 -3.24 7.11
F: -0.56 -1.22 7.87
F: -4.79 -3.82 0.55
F: 4.13 -3.96 -4.26
F: 2.49 6.08 -6.55
O: -8.21 -8.54 0.69
O: 5.50 -0.92 -9.05
O: 0.35 6.31 -4.10
F: 5.62 -1.77 7.59
O: 0.06 6.68 6.58
F: -1.29 5.46 3.90
S: 0.39 7.12 5.22
N: 4.11 -2.49 -7.72
O: 3.31 -4.70 7.16
O: 2.42 7.96 3.16
S: 2.76 7.02 4.27
F: -10.48 -8.33 -1.42
F: 5.04 6.49 2.97
F: -3.65 3.97 -2.72
O: 3.88 -2.79 5.79
F: 0.59 6.90 -7.09
O: 1.66 -4.03 9.29
C: -10.14 -7.29 -0.67
F: -2.36 6.92 5.09
F: 1.00 4.92 -7.67
S: -1.43 3.62 -4.22
F: 5.74 -3.83 8.43
F: -3.64 4.97 -4.69
C: -0.25 -2.02 8.85
C: 4.10 5.76 3.61
O: -1.96 2.30 -4.63
O: -6.68 -5.33 -1.69
F: 3.10 -1.65 -10.30
S: 5.20 -2.67 -6.38
C: -6.07 -4.19 0.82
S: 1.16 -3.16 8.23
F: 2.69 -2.86 -5.53
N: -7.86 -6.05 0.39
F: -1.28 -2.76 9.22
C: 3.90 -2.84 -4.97
C: 3.94 -2.63 -10.35
F: -10.93 -7.29 0.42
S: 0.51 5.17 -5.04
N: 2.20 -2.19 7.74
F: 4.65 -2.48 -11.47
O: 3.34 7.63 5.48
S: -6.53 -5.68 -0.27
O: -5.50 -6.66 0.04
S: 5.09 -2.30 -8.87
N: 1.67 6.05 4.50
F: -10.30 -6.18 -1.37
F: 4.72 5.18 4.56
F: 0.10 -1.34 9.94
F: 4.48 -2.26 9.38
S: -8.24 -7.53 -0.26
O: -0.61 3.47 -3.03
O: -7.61 -7.90 -1.54
F: -6.23 -4.40 2.19
C: 4.94 -2.78 8.24
O: 1.57 4.29 -4.61
K: 1.32 1.01 3.00
C: -2.95 4.62 -3.62
F: -1.23 7.53 3.33
F: 3.36 -3.84 -10.27
O: 0.52 8.55 5.08
O: 5.98 -1.49 -6.07
F: 3.96 -1.84 -4.13
C: 1.20 5.82 -6.69

The LUMO energy comes out at 0.1298 Ha. The net charge is -4. The gap between HOMO and LUMO is 0.2379 Eh.

(9)
Molecular formula: C7H5NO
Method: DFT, ωB97M-V/def2-TZVPD

Atoms and positions in Å:
C: 0.28 -2.00 0.60
H: 2.12 -1.13 1.45
H: 1.69 5.03 0.09
O: -2.13 -2.14 -1.01
H: 1.73 -2.83 1.47
C: 0.31 1.74 -0.14
C: -1.61 -1.08 -0.66
C: -0.20 -0.85 -0.15
H: -0.39 -2.87 0.74
H: -2.12 -0.20 -1.23
C: 0.43 3.05 -0.01
N: 1.55 -1.95 1.04
C: 1.06 4.12 0.21
C: 0.26 0.48 -0.12

The LUMO energy comes out at -0.0101 Ha. The net charge is 0. Its SMILES is C#CC#C/C(C=O)=C\N. The gap between HOMO and LUMO is 0.2808 Eh.

(10)
Molecular formula: C20H26N3
Method: DFT, ωB97M-V/def2-TZVPD

Atoms and positions in Å:
C: -3.20 1.25 0.92
C: -1.01 0.90 1.92
H: 0.43 0.80 4.46
H: 5.60 2.54 1.73
C: 4.87 -0.81 1.63
H: -1.47 2.46 0.48
H: -3.87 1.76 0.23
H: 2.27 3.03 4.17
H: 5.35 -1.79 1.52
H: -5.65 1.16 2.95
C: -2.86 -0.56 2.52
H: -6.29 -1.02 0.05
C: 3.49 -0.69 1.68
H: -4.64 -1.74 0.14
C: 2.84 0.56 1.75
N: -5.06 -0.22 1.53
C: -1.87 1.61 1.05
H: -0.84 -0.82 3.22
H: 0.74 2.28 2.01
H: -3.24 -1.38 3.13
C: 4.98 1.62 1.72
C: -3.73 0.18 1.67
C: 0.41 1.27 2.17
H: 1.96 2.37 5.78
C: -1.53 -0.22 2.59
H: 3.88 -3.20 1.46
H: -6.54 -0.41 3.03
C: 2.79 -3.10 1.48
N: 2.51 -1.68 1.61
H: 6.72 0.35 1.58
H: 2.64 1.29 4.55
H: -6.91 0.73 1.73
H: -0.31 3.61 4.27
H: 3.03 2.67 1.83
C: 3.56 1.72 1.76
C: 5.63 0.37 1.65
H: 0.38 -1.72 1.72
C: -6.10 0.35 2.36
H: -0.27 2.82 5.85
H: 2.38 -3.66 2.33
N: 0.64 1.78 4.24
H: -5.92 -2.14 1.36
C: 1.97 2.13 4.71
C: -5.49 -1.35 0.72
H: 2.36 -3.49 0.55
C: -0.41 2.65 4.78
C: 1.39 0.29 1.88
C: 1.27 -1.11 1.66
H: -1.37 2.18 4.62

The LUMO energy comes out at -0.1435 Ha. The net charge is +1. The gap between HOMO and LUMO is 0.2438 Eh.

(11)
Molecular formula: C2H8N3Si
Method: DFT, ωB97M-V/def2-TZVPD

Atoms and positions in Å:
H: 1.69 -0.34 -1.74
H: -0.85 -1.61 -1.33
Si: 0.37 -0.46 0.41
H: -1.24 -2.53 0.17
C: -1.03 -1.47 -0.32
C: 1.94 -0.21 -0.61
H: 0.45 -0.25 1.86
N: -0.46 1.47 0.22
H: 2.13 0.81 -0.31
N: -2.11 2.21 1.67
H: -0.29 2.20 -0.65
H: 2.79 -0.64 -0.25
H: -2.08 -1.00 -0.10
N: -1.33 1.82 0.96

The LUMO energy comes out at -0.1699 Ha. The net charge is +1. Its SMILES is C[SiH](C)N[N+]#N. The gap between HOMO and LUMO is 0.4131 Eh.

(12)
Molecular formula: C3H8S2
Method: DFT, ωB97M-V/def2-TZVPD

Atoms and positions in Å:
C: -0.07 0.23 3.25
S: -1.09 -0.95 0.80
H: -1.01 0.90 -3.29
H: 1.47 -0.38 -2.06
H: 0.84 -0.80 -3.72
H: -0.67 -0.53 3.73
H: 0.76 0.59 3.86
H: -0.46 -1.63 -0.17
H: -0.70 1.08 2.99
C: -0.22 0.67 -2.56
C: 0.70 -0.23 -2.81
S: 0.68 -0.31 1.69
H: -0.22 1.36 -1.72

The LUMO energy comes out at 0.0196 Ha. The net charge is 0. Its SMILES is C=C.CSS. The gap between HOMO and LUMO is 0.3192 Eh.

Number 1: DFT total energy -953.502596 Ha, molar mass 120.24 g/mol. Number 2: DFT total energy -873.168256 Ha, molar mass 174.25 g/mol. Number 3: DFT total energy -6012.171761 Ha, molar mass 1122.24 g/mol. Number 4: DFT total energy -258.267493 Ha, molar mass 70.05 g/mol. Number 5: DFT total energy -819.038258 Ha, molar mass 231.20 g/mol. Number 6: DFT total energy -797.400081 Ha, molar mass 211.23 g/mol. Number 7: DFT total energy -2145.286313 Ha, molar mass 645.57 g/mol. Number 8: DFT total energy -9737.281105 Ha, molar mass 1439.83 g/mol. Number 9: DFT total energy -399.527709 Ha, molar mass 119.12 g/mol. Number 10: DFT total energy -941.690293 Ha, molar mass 308.45 g/mol. Number 11: DFT total energy -534.419122 Ha, molar mass 102.19 g/mol. Number 12: DFT total energy -915.422860 Ha, molar mass 108.23 g/mol.